(1)
C16H20As2BF5O6S2TeV | ωB97M-V/def2-TZVPD

Output
- LUMO energy: -5.81 eV
- Total charge: +1
- Gap between HOMO and LUMO: 5.777 eV

Element x y z (Å)
V (0.010, -0.589, 1.000)
C (0.737, 2.357, -1.006)
As (-0.547, 0.930, -0.894)
C (-0.437, 0.009, -2.582)
C (-2.310, 1.645, -0.717)
C (-3.046, 2.136, -1.788)
C (-4.331, 2.609, -1.565)
C (-4.868, 2.588, -0.285)
C (-4.126, 2.105, 0.784)
C (-2.840, 1.626, 0.568)
As (-1.701, 1.064, 2.035)
C (-2.948, 0.400, 3.342)
C (-1.098, 2.779, 2.683)
H (0.447, 3.014, -1.825)
H (1.716, 1.918, -1.191)
H (0.759, 2.908, -0.069)
H (-0.742, 0.695, -3.371)
H (-1.087, -0.862, -2.571)
H (0.596, -0.293, -2.752)
H (-2.636, 2.148, -2.790)
H (-4.915, 2.988, -2.392)
H (-5.874, 2.950, -0.118)
H (-4.562, 2.101, 1.775)
H (-3.469, 1.266, 3.749)
H (-2.406, -0.116, 4.125)
H (-3.644, -0.275, 2.850)
H (-1.989, 3.399, 2.784)
H (-0.412, 3.223, 1.968)
H (-0.599, 2.650, 3.637)
F (2.893, -0.968, 2.591)
Te (1.280, -0.333, 3.315)
F (1.354, 1.325, 2.222)
F (-0.112, 0.473, 4.343)
F (1.270, -1.758, 4.500)
F (2.370, 0.593, 4.461)
O (1.558, -0.459, 0.245)
O (-1.313, -4.204, 2.039)
S (-0.815, -2.887, 1.985)
O (0.609, -2.648, 1.649)
O (-1.215, -1.905, 2.988)
S (-1.580, -1.841, 0.238)
O (2.222, -2.491, -0.920)
B (2.330, -1.147, -0.683)
O (3.176, -0.493, -1.543)
C (3.676, -1.512, -2.351)
C (4.592, -1.420, -3.370)
C (4.914, -2.616, -4.009)
C (4.338, -3.825, -3.629)
C (3.411, -3.899, -2.591)
C (3.102, -2.712, -1.973)
H (5.042, -0.478, -3.648)
H (5.633, -2.603, -4.816)
H (4.620, -4.730, -4.147)
H (2.966, -4.833, -2.280)

For each atom in turn, the natural (NBO) charge in e is:
1 V 0.405
2 C -0.933
3 As 1.287
4 C -0.935
5 C -0.388
6 C -0.180
7 C -0.175
8 C -0.180
9 C -0.137
10 C -0.370
11 As 1.236
12 C -0.921
13 C -0.923
14 H 0.257
15 H 0.274
16 H 0.261
17 H 0.256
18 H 0.261
19 H 0.261
20 H 0.225
21 H 0.240
22 H 0.239
23 H 0.220
24 H 0.245
25 H 0.291
26 H 0.255
27 H 0.244
28 H 0.247
29 H 0.281
30 F -0.618
31 Te 2.959
32 F -0.664
33 F -0.653
34 F -0.598
35 F -0.582
36 O -0.778
37 O -0.819
38 S 2.319
39 O -0.902
40 O -0.911
41 S -0.092
42 O -0.630
43 B 1.231
44 O -0.649
45 C 0.271
46 C -0.257
47 C -0.197
48 C -0.198
49 C -0.221
50 C 0.203
51 H 0.239
52 H 0.230
53 H 0.231
54 H 0.241

---

(2)
C16H20BCoF4N7OS2 | ωB97M-V/def2-TZVPD

Output
- LUMO energy (spin up / spin down): -0.82 / -0.81 eV
- Gap between HOMO and LUMO (spin up / spin down): 7.046 / 7.012 eV
- 2S+1: 2

Element x y z (Å)
Co (0.214, 0.244, -0.290)
C (4.392, -2.220, -2.156)
S (3.921, -0.674, -2.946)
C (2.531, -0.178, -2.016)
S (1.950, -1.095, -0.701)
N (2.020, 0.960, -2.457)
N (0.964, 1.330, -1.707)
C (0.451, 2.495, -1.874)
C (-0.724, 2.789, -1.066)
C (-1.408, 3.995, -1.141)
C (-2.556, 4.162, -0.386)
C (-2.989, 3.118, 0.414)
C (-2.242, 1.951, 0.451)
N (-1.130, 1.783, -0.258)
H (5.398, -2.435, -2.513)
H (3.723, -3.032, -2.428)
H (4.413, -2.116, -1.074)
H (0.850, 3.187, -2.606)
H (-1.041, 4.777, -1.791)
H (-3.109, 5.091, -0.430)
H (-3.888, 3.193, 1.008)
H (-2.534, 1.117, 1.074)
N (-0.324, -0.636, 3.909)
C (-1.411, -1.429, 3.621)
C (-1.691, -1.218, 2.308)
N (-0.802, -0.315, 1.785)
C (0.007, 0.010, 2.767)
C (1.095, 0.937, 2.527)
N (1.413, 1.250, 1.296)
C (2.454, 2.137, 1.373)
C (2.764, 2.362, 2.680)
N (1.885, 1.591, 3.411)
H (0.203, -0.659, 4.763)
H (-1.834, -2.101, 4.344)
H (-2.419, -1.720, 1.696)
H (2.926, 2.530, 0.489)
H (3.514, 2.971, 3.150)
H (1.843, 1.534, 4.413)
C (-2.215, -2.221, -3.437)
C (-1.412, -2.071, -2.165)
O (-1.115, -0.676, -1.918)
H (-2.436, -3.274, -3.615)
H (-1.670, -1.830, -4.297)
H (-3.173, -1.696, -3.366)
H (-0.442, -2.555, -2.239)
H (-1.919, -2.500, -1.303)
H (-1.950, -0.197, -1.935)
F (-0.217, -2.481, 0.346)
B (-0.491, -3.757, 0.932)
F (0.046, -3.775, 2.229)
F (-1.898, -3.898, 0.989)
F (0.065, -4.755, 0.140)

For each atom in turn, the natural (NBO) charge in e is:
1 Co 1.076
2 C -0.757
3 S 0.328
4 C -0.102
5 S -0.089
6 N -0.419
7 N -0.217
8 C -0.001
9 C 0.164
10 C -0.232
11 C -0.142
12 C -0.266
13 C 0.079
14 N -0.474
15 H 0.229
16 H 0.236
17 H 0.243
18 H 0.209
19 H 0.229
20 H 0.226
21 H 0.231
22 H 0.229
23 N -0.498
24 C -0.050
25 C -0.058
26 N -0.492
27 C 0.285
28 C 0.320
29 N -0.485
30 C -0.073
31 C -0.085
32 N -0.503
33 H 0.420
34 H 0.233
35 H 0.254
36 H 0.229
37 H 0.226
38 H 0.421
39 C -0.637
40 C -0.067
41 O -0.750
42 H 0.226
43 H 0.210
44 H 0.191
45 H 0.208
46 H 0.200
47 H 0.471
48 F -0.597
49 B 1.348
50 F -0.577
51 F -0.584
52 F -0.562

---

(3)
C16H20BF5N8OTeV | ωB97M-V/def2-TZVPD

Output
- LUMO energy (spin up / spin down): -9.23 / -8.61 eV
- Total charge: +2
- Gap between HOMO and LUMO (spin up / spin down): 5.636 / 6.259 eV
- 2S+1: 2

Element x y z (Å)
V (0.125, 0.105, 1.522)
C (-1.633, 3.263, 2.045)
C (-1.356, 2.683, 0.706)
C (-1.686, 3.115, -0.554)
C (-1.160, 2.171, -1.448)
N (-0.535, 1.217, -0.777)
N (-0.648, 1.513, 0.571)
B (0.153, -0.115, -1.386)
N (-0.628, -1.302, -0.764)
C (-1.310, -2.331, -1.266)
C (-1.867, -3.060, -0.222)
C (-1.505, -2.414, 0.943)
C (-1.819, -2.760, 2.354)
N (-0.738, -1.340, 0.607)
N (1.597, -0.174, -0.795)
C (2.784, -0.429, -1.343)
C (3.763, -0.389, -0.359)
C (3.108, -0.104, 0.825)
C (3.651, 0.040, 2.201)
N (1.780, 0.014, 0.553)
N (0.131, -0.031, -2.853)
C (0.878, 0.758, -3.690)
C (0.265, 0.766, -4.905)
C (-0.896, -0.039, -4.745)
C (-1.930, -0.362, -5.768)
N (-0.980, -0.492, -3.511)
H (-2.224, 4.169, 1.944)
H (-2.191, 2.562, 2.668)
H (-0.704, 3.521, 2.557)
H (-2.240, 4.002, -0.809)
H (-1.204, 2.134, -2.527)
H (-1.376, -2.452, -2.334)
H (-2.469, -3.948, -0.306)
H (-2.490, -3.614, 2.383)
H (-0.913, -3.024, 2.901)
H (-2.304, -1.930, 2.870)
H (2.871, -0.624, -2.400)
H (4.820, -0.545, -0.492)
H (4.735, 0.111, 2.164)
H (3.269, 0.937, 2.688)
H (3.395, -0.828, 2.811)
H (1.773, 1.262, -3.362)
H (0.597, 1.267, -5.798)
H (-1.468, -0.563, -6.733)
H (-2.514, -1.228, -5.466)
H (-2.614, 0.478, -5.901)
F (-0.708, -1.616, 5.242)
Te (0.537, -0.291, 5.092)
F (-0.768, 0.967, 5.326)
F (1.753, 1.048, 4.791)
F (1.821, -1.537, 4.705)
F (0.926, -0.335, 6.859)
O (0.145, -0.229, 3.186)

For each atom in turn, the natural (NBO) charge in e is:
1 V 1.635
2 C -0.671
3 C 0.256
4 C -0.288
5 C 0.142
6 N -0.308
7 N -0.386
8 B 0.917
9 N -0.328
10 C 0.122
11 C -0.304
12 C 0.250
13 C -0.664
14 N -0.385
15 N -0.322
16 C 0.102
17 C -0.299
18 C 0.255
19 C -0.673
20 N -0.389
21 N -0.444
22 C -0.046
23 C -0.303
24 C 0.190
25 C -0.650
26 N -0.314
27 H 0.273
28 H 0.248
29 H 0.251
30 H 0.277
31 H 0.272
32 H 0.288
33 H 0.272
34 H 0.269
35 H 0.247
36 H 0.240
37 H 0.264
38 H 0.274
39 H 0.272
40 H 0.243
41 H 0.254
42 H 0.227
43 H 0.256
44 H 0.244
45 H 0.239
46 H 0.242
47 F -0.565
48 Te 3.501
49 F -0.569
50 F -0.578
51 F -0.573
52 F -0.543
53 O -0.916

---

(4)
C16H20Cl3N3OPdS2Si | ωB97M-V/def2-TZVPD

Output
- LUMO energy (spin up / spin down): -6.20 / -9.00 eV
- Total charge: +2
- Gap between HOMO and LUMO (spin up / spin down): 7.933 / 6.058 eV
- 2S+1: 5

Element x y z (Å)
Pd (0.157, 0.619, -0.226)
C (-2.106, -3.940, 0.422)
C (-1.170, -3.360, 1.467)
S (-1.375, -1.635, 1.896)
O (-1.170, -0.870, 0.573)
C (-3.137, -1.486, 2.262)
C (-4.069, -1.377, 1.060)
H (-1.751, -4.931, 0.143)
H (-2.130, -3.326, -0.477)
H (-3.117, -4.054, 0.807)
H (-0.129, -3.385, 1.133)
H (-1.217, -3.888, 2.423)
H (-3.176, -0.587, 2.878)
H (-3.362, -2.332, 2.914)
H (-3.564, -0.923, 0.208)
H (-4.916, -0.746, 1.324)
H (-4.459, -2.341, 0.750)
Cl (3.215, 2.675, 0.461)
Si (1.206, 2.548, 0.530)
Cl (-0.323, 1.975, -2.089)
Cl (0.493, 4.446, 0.497)
N (8.944, -4.147, -0.098)
C (7.920, -3.624, -0.103)
C (6.648, -2.972, -0.110)
C (5.952, -2.837, -1.326)
C (4.737, -2.215, -1.336)
C (4.185, -1.708, -0.117)
C (4.910, -1.857, 1.106)
C (6.124, -2.482, 1.104)
C (2.966, -1.067, -0.131)
C (1.882, -0.465, -0.149)
H (6.388, -3.225, -2.236)
H (4.180, -2.095, -2.254)
H (4.487, -1.469, 2.021)
H (6.690, -2.604, 2.016)
S (-2.640, 2.198, -0.465)
C (-3.002, 3.790, -1.039)
N (-3.995, 4.512, -0.545)
C (-4.112, 5.821, -1.212)
C (-2.973, 5.761, -2.254)
N (-2.388, 4.433, -2.011)
H (-4.597, 4.203, 0.199)
H (-3.976, 6.622, -0.489)
H (-5.090, 5.921, -1.674)
H (-2.225, 6.536, -2.101)
H (-3.344, 5.823, -3.274)
H (-1.572, 4.067, -2.475)

For each atom in turn, the natural (NBO) charge in e is:
1 Pd 0.779
2 C -0.628
3 C -0.595
4 S 1.249
5 O -1.044
6 C -0.595
7 C -0.631
8 H 0.247
9 H 0.230
10 H 0.221
11 H 0.242
12 H 0.251
13 H 0.245
14 H 0.254
15 H 0.231
16 H 0.237
17 H 0.232
18 Cl -0.319
19 Si 1.061
20 Cl -0.434
21 Cl -0.338
22 N -0.142
23 C 0.205
24 C 0.003
25 C -0.174
26 C -0.101
27 C -0.098
28 C -0.112
29 C -0.164
30 C 0.036
31 C -0.169
32 H 0.264
33 H 0.251
34 H 0.247
35 H 0.262
36 S 0.203
37 C 0.319
38 N -0.545
39 C -0.228
40 C -0.229
41 N -0.541
42 H 0.440
43 H 0.231
44 H 0.234
45 H 0.230
46 H 0.234
47 H 0.450

---

DFT total energy
In order: -8077.17758; -3683.96179; -2870.77363; -3454.89166
Unit: a.u.
Energy relative to the best compared isomer or geometry (same formula, charge and spin)
In order: 9.4; 15.3; 0.4; 0.0
Unit: kcal per mole